(1)
Formula: C3H12NO4
Source: the Open Molecules 2025 dataset
Level of theory: the ωB97M-V functional and the def2-TZVPD basis

Geometry as XYZ:
```
20
Properties=species:S:1:pos:R:3:mulliken_charge:R:1
O 0.55 -2.32 0.87 -0.51
C 0.22 -1.78 -0.18 0.03
C 0.05 -0.28 -0.19 0.27
C 1.11 0.47 -1.12 -0.59
O 1.26 -0.31 -2.25 -0.55
N 0.11 0.10 1.23 -0.46
H -0.18 -2.33 -1.08 0.34
H -0.97 -0.01 -0.64 0.18
H 2.13 0.51 -0.83 0.44
H 0.66 1.49 -1.32 0.28
H 0.65 -0.25 -3.04 0.33
H 0.04 -0.69 1.94 0.41
H 0.93 0.63 1.50 0.33
H -0.70 0.82 1.57 0.51
H -0.70 1.99 4.01 0.31
H -1.95 1.00 3.60 0.34
O -1.00 1.33 3.33 -0.66
H -1.54 2.52 -2.16 0.29
H -2.05 1.21 -2.71 0.29
O -1.47 1.54 -2.02 -0.59
```

## Properties
**Kohn-Sham gap**: 0.3988 Ha
**Charge**: +1
**Highest occupied orbital energy**: -0.51708 Ha
**E_tot**: -476.92965 Ha
**Maximum force**: 4.3 eV/Å


(2)
Formula: C3H12NOS2
Source: the Open Molecules 2025 dataset
Level of theory: the ωB97M-V functional and the def2-TZVPD basis

Geometry as XYZ:
```
19
Properties=species:S:1:pos:R:3:mulliken_charge:R:1
N 1.24 1.58 0.09 -0.28
C 0.29 0.80 -0.79 -0.29
C -1.16 1.08 -0.41 -0.75
S -2.05 -0.41 0.24 -0.10
S -2.56 -1.82 -1.09 -0.02
C -1.19 -3.01 -1.21 -0.77
H 0.92 2.46 0.49 0.34
H 2.03 1.85 -0.50 0.38
H 1.60 1.02 0.88 0.31
H 0.58 -0.22 -0.69 0.31
H 0.44 1.12 -1.81 0.32
H -1.28 1.73 0.45 0.33
H -1.77 1.45 -1.22 0.37
H -0.29 -2.68 -0.71 0.25
H -1.06 -3.25 -2.26 0.29
H -1.54 -3.84 -0.61 0.33
H 1.78 -0.06 3.07 0.34
H 1.94 1.44 3.40 0.33
O 2.05 0.79 2.69 -0.69
```

## Properties
**Kohn-Sham gap**: 0.3161 Ha
**Charge**: +1
**Highest occupied orbital energy**: -0.44256 Ha
**E_tot**: -1047.61762 Ha
**Maximum force**: 1.7 eV/Å


(3)
Formula: C3H12NP2
Source: the Open Molecules 2025 dataset
Level of theory: the ωB97M-V functional and the def2-TZVPD basis

Geometry as XYZ:
```
18
Properties=species:S:1:pos:R:3:mulliken_charge:R:1
C 0.07 1.32 -0.76 -0.94
C 0.94 -0.81 -0.67 -1.09
C -0.48 -0.03 1.12 -0.79
N -0.21 -0.02 -0.35 -0.03
P 1.14 0.10 2.16 -0.02
P -1.74 -0.76 -1.17 0.06
H -0.78 2.01 -0.44 0.39
H 0.95 1.84 -0.21 0.35
H 0.10 1.39 -1.83 0.45
H 0.89 -1.89 -0.31 0.37
H 0.94 -1.04 -1.77 0.38
H 1.85 -0.34 -0.20 0.50
H -1.13 -0.95 1.52 0.39
H -1.26 0.70 1.21 0.53
H 0.47 0.48 3.27 0.10
H 1.22 -1.37 2.47 0.11
H -2.04 0.54 -1.75 0.14
H -0.92 -1.18 -2.28 0.11
```

## Properties
**Kohn-Sham gap**: 0.3637 Ha
**Charge**: +1
**Highest occupied orbital energy**: -0.50713 Ha
**E_tot**: -858.61320 Ha
**Maximum force**: 4.4 eV/Å
**SMILES string**: C[N+](C)(P)CP


(4)
Formula: C3H12NS
Source: the Open Molecules 2025 dataset
Level of theory: the ωB97M-V functional and the def2-TZVPD basis

Geometry as XYZ:
```
17
Properties=species:S:1:pos:R:3:mulliken_charge:R:1
C 1.11 1.18 -2.06 -0.76
N -0.28 1.46 -2.59 -0.32
H 1.25 1.54 -1.03 0.31
H 1.40 0.16 -2.27 0.34
H 1.84 1.91 -2.54 0.33
H -0.35 2.46 -2.45 0.37
H -0.98 0.94 -1.97 0.37
H -0.45 0.98 -3.46 0.35
C 0.51 -1.88 1.16 -0.85
S 0.22 -0.27 1.94 -0.07
C -1.33 -0.37 2.84 -0.86
H -0.09 -2.31 0.34 0.28
H 0.44 -2.63 1.99 0.32
H 1.58 -1.87 0.87 0.29
H -2.11 -0.90 2.36 0.31
H -1.21 -1.02 3.76 0.29
H -1.55 0.62 3.12 0.30
```

## Properties
**Kohn-Sham gap**: 0.2687 Ha
**Charge**: +1
**Highest occupied orbital energy**: -0.41767 Ha
**E_tot**: -574.14392 Ha
**Maximum force**: 3.5 eV/Å